Record 1
C29H39AsN2O2PdS2Si2 | wB97M-V/def2-TZVPD

Its relative energy (zero: lowest compared OMol25 entry of this formula, charge and spin) is 0.7614 eV. Its spin multiplicity is 5. For the largest force on an atom, the calculation gives 1.36 eV/A. For the total energy, the calculation gives -5127.35773 Eh. For the lowest unoccupied orbital energy (alpha / beta), the calculation gives 0.33 / -2.76 eV. Its expectation value of S² is 6.04.

Element x y z (Å)
Pd (-0.527, -0.204, -0.918)
C (-0.543, 0.901, 2.687)
C (0.440, 1.018, 1.578)
N (0.677, -0.102, 0.784)
N (1.920, -0.480, 0.680)
C (2.412, -1.029, -0.411)
S (1.616, -1.270, -1.893)
S (4.098, -1.518, -0.334)
C (4.771, -0.471, 1.025)
C (4.760, -1.120, 2.379)
C (5.762, -2.023, 2.724)
C (5.775, -2.625, 3.972)
C (4.779, -2.336, 4.894)
C (3.778, -1.437, 4.559)
C (3.767, -0.832, 3.311)
C (1.193, 2.170, 1.221)
C (1.646, 3.120, 2.137)
C (2.626, 4.044, 1.779)
C (3.149, 4.087, 0.485)
C (2.644, 3.246, -0.484)
C (1.610, 2.321, -0.184)
O (1.006, 1.706, -1.120)
H (-0.244, 0.129, 3.402)
H (-1.511, 0.611, 2.269)
H (-0.658, 1.848, 3.214)
H (4.201, 0.456, 1.013)
H (5.792, -0.270, 0.703)
H (6.544, -2.252, 2.009)
H (6.568, -3.317, 4.227)
H (4.789, -2.804, 5.870)
H (3.000, -1.201, 5.276)
H (2.989, -0.127, 3.051)
H (1.277, 3.075, 3.154)
H (3.018, 4.716, 2.532)
H (3.934, 4.790, 0.243)
H (2.979, 3.300, -1.512)
C (-2.031, -2.216, 1.666)
Si (-1.266, -2.294, -0.075)
C (0.113, -3.598, 0.038)
C (-2.571, -2.954, -1.285)
C (-3.332, -4.083, -0.980)
C (-4.245, -4.593, -1.892)
C (-4.401, -3.978, -3.127)
C (-3.660, -2.845, -3.430)
C (-2.747, -2.319, -2.515)
Si (-1.814, -0.688, -2.872)
C (-3.230, 0.506, -3.359)
C (-0.720, -0.832, -4.431)
H (-2.442, -3.195, 1.921)
H (-2.839, -1.483, 1.717)
H (-1.278, -1.959, 2.413)
H (-0.282, -4.516, 0.482)
H (0.944, -3.251, 0.657)
H (0.509, -3.840, -0.948)
H (-3.213, -4.571, -0.017)
H (-4.834, -5.468, -1.643)
H (-5.104, -4.379, -3.847)
H (-3.800, -2.362, -4.392)
H (-3.813, 0.063, -4.169)
H (-2.867, 1.474, -3.710)
H (-3.893, 0.663, -2.507)
H (-1.339, -1.074, -5.299)
H (0.027, -1.618, -4.310)
H (-0.192, 0.102, -4.633)
C (-4.297, 3.303, -1.132)
As (-2.417, 2.904, -0.842)
C (-1.526, 3.444, -2.474)
C (-1.875, 4.183, 0.511)
O (-2.258, 1.361, -0.286)
H (-4.453, 4.380, -1.065)
H (-4.881, 2.797, -0.366)
H (-4.616, 2.948, -2.109)
H (-1.863, 4.449, -2.729)
H (-1.762, 2.750, -3.276)
H (-0.454, 3.437, -2.316)
H (-2.165, 5.193, 0.222)
H (-0.796, 4.131, 0.634)
H (-2.354, 3.912, 1.450)

=====

Record 2
C29H39AuN2O2P2 | wB97M-V/def2-TZVPD

Its relative energy (zero: lowest compared OMol25 entry of this formula, charge and spin) is 0.0000 eV. Its spin multiplicity is 3. For the largest force on an atom, the calculation gives 4.98 eV/A. For the total energy, the calculation gives -2206.67178 Eh. For the lowest unoccupied orbital energy (alpha / beta), the calculation gives 0.18 / 0.21 eV. Its expectation value of S² is 2.01.

Element x y z (Å)
C (-1.826, -2.274, -3.416)
C (-1.305, -1.190, -2.693)
N (-1.409, -1.153, -1.331)
C (-2.019, -2.171, -0.657)
C (-2.580, -3.254, -1.344)
C (-2.479, -3.310, -2.740)
C (-0.661, -0.010, -3.375)
P (0.461, 0.907, -2.205)
Au (-0.690, 0.574, -0.250)
P (-1.922, -0.316, 1.443)
C (-2.003, -2.093, 0.853)
C (-0.043, 2.275, 0.721)
C (1.334, 2.545, 0.931)
C (1.781, 3.727, 1.541)
C (0.864, 4.693, 1.983)
C (-0.506, 4.450, 1.805)
C (-0.945, 3.268, 1.185)
O (-2.523, 2.422, -4.240)
O (-2.318, 3.646, -1.812)
H (-1.729, -2.286, -4.505)
H (-3.073, -4.053, -0.783)
H (-2.903, -4.154, -3.294)
C (2.105, 0.095, -2.380)
C (0.706, 2.561, -2.960)
H (-2.831, -2.674, 1.296)
H (-1.051, -2.536, 1.206)
H (-1.439, 0.747, -3.643)
H (-0.167, -0.315, -4.315)
C (-1.266, -0.436, 3.155)
C (-3.681, 0.177, 1.679)
H (2.072, 1.798, 0.616)
H (2.857, 3.892, 1.678)
H (1.211, 5.615, 2.461)
H (-1.242, 5.188, 2.148)
H (-2.023, 3.116, 1.047)
H (-2.174, 2.763, -1.356)
H (-1.673, 4.223, -1.364)
H (-2.418, 3.008, -3.443)
H (-3.432, 2.089, -4.133)
H (-2.048, 1.423, -0.827)
H (2.484, 0.151, -3.416)
H (2.816, 0.591, -1.699)
H (2.007, -0.957, -2.068)
H (1.067, 2.493, -4.000)
H (-0.258, 3.091, -2.922)
H (1.437, 3.106, -2.339)
H (-4.207, -0.470, 2.404)
H (-3.703, 1.222, 2.033)
H (-4.183, 0.138, 0.699)
H (-1.902, -1.057, 3.810)
H (-0.245, -0.848, 3.103)
H (-1.201, 0.587, 3.561)
C (1.351, -4.947, 0.071)
C (1.000, -4.174, -1.026)
C (0.856, -2.788, -0.907)
C (1.064, -2.100, 0.317)
C (1.421, -2.953, 1.421)
C (1.560, -4.335, 1.295)
N (0.922, -0.636, 0.551)
C (1.918, -0.247, 1.576)
C (1.674, 0.571, 2.713)
C (2.671, 0.869, 3.645)
C (3.956, 0.367, 3.483)
C (4.249, -0.426, 2.380)
C (3.256, -0.726, 1.444)
H (1.458, -6.019, -0.028)
H (0.834, -4.653, -1.984)
H (0.594, -2.321, -1.814)
H (1.576, -2.555, 2.415)
H (1.826, -4.932, 2.158)
H (0.731, 1.027, 2.894)
H (2.444, 1.502, 4.494)
H (4.725, 0.601, 4.208)
H (5.252, -0.812, 2.248)
H (3.537, -1.341, 0.599)

=====

Record 3
C29H39BBrEuNO8S | wB97M-V/def2-TZVPD

Its spin multiplicity is 8. For the largest force on an atom, the calculation gives 2.40 eV/A. Its net charge is +2. For the total energy, the calculation gives -5491.76520 Eh. For the lowest unoccupied orbital energy (alpha / beta), the calculation gives -7.13 / -9.67 eV. Its expectation value of S² is 15.77.

Element x y z (Å)
C (2.682, -2.638, 2.920)
C (3.128, -2.028, 4.248)
O (3.651, -0.664, 4.129)
B (2.743, 0.332, 4.150)
O (2.837, 1.237, 5.274)
C (1.665, 0.548, 3.035)
C (0.313, 0.482, 3.361)
S (-0.122, 0.114, 5.013)
C (-0.661, 0.636, 2.396)
C (-0.306, 0.836, 1.075)
C (1.038, 0.902, 0.697)
C (1.463, 1.067, -0.738)
C (1.417, 2.504, -1.303)
C (1.142, 2.514, -2.811)
C (2.051, 1.554, -3.596)
C (1.310, 0.291, -4.012)
O (2.160, -0.835, -4.248)
C (2.739, -1.343, -3.130)
C (4.229, -1.340, -3.144)
O (2.092, -1.762, -2.203)
C (2.031, 0.778, 1.709)
C (3.509, 0.915, 1.465)
C (4.056, 2.245, 2.077)
C (4.276, 3.332, 1.064)
Br (5.703, 1.886, 3.059)
C (-1.428, 0.964, 0.097)
O (-1.297, 1.352, -1.035)
C (-2.822, 0.616, 0.533)
O (-3.753, 0.557, -0.390)
C (-3.767, -0.717, -1.165)
C (-5.144, -0.857, -1.766)
C (-5.245, 0.129, -2.928)
C (-5.516, -2.336, -2.132)
C (-6.167, -2.481, -3.511)
C (-4.332, -3.306, -2.077)
C (-3.119, 0.423, 1.849)
N (-4.430, 0.175, 2.252)
C (-4.716, -0.777, 2.970)
O (-4.987, -1.664, 3.652)
C (-2.059, 0.553, 2.831)
O (-2.341, 0.589, 4.024)
H (1.609, -2.808, 2.925)
H (3.186, -3.577, 2.738)
H (2.884, -1.947, 2.111)
H (2.343, -2.070, 5.003)
H (3.960, -2.603, 4.638)
H (2.421, 0.796, 6.046)
H (-0.828, 1.203, 5.344)
H (0.765, 0.483, -1.325)
H (2.430, 0.612, -0.894)
H (0.621, 3.064, -0.821)
H (2.362, 3.013, -1.141)
H (0.092, 2.334, -3.013)
H (1.354, 3.521, -3.163)
H (2.393, 2.057, -4.496)
H (2.945, 1.338, -3.016)
H (0.525, 0.030, -3.304)
H (0.818, 0.471, -4.962)
H (4.628, -0.339, -3.290)
H (4.624, -1.957, -3.948)
H (4.594, -1.737, -2.205)
H (4.023, 0.090, 1.940)
H (3.792, 0.883, 0.422)
H (3.338, 2.581, 2.821)
H (5.042, 3.059, 0.345)
H (4.649, 4.219, 1.572)
H (3.348, 3.614, 0.580)
H (-3.508, -1.514, -0.479)
H (-3.014, -0.610, -1.943)
H (-5.866, -0.515, -1.026)
H (-4.644, -0.189, -3.776)
H (-4.893, 1.110, -2.617)
H (-6.270, 0.252, -3.258)
H (-6.258, -2.667, -1.407)
H (-7.058, -1.876, -3.620)
H (-5.444, -2.245, -4.287)
H (-6.421, -3.529, -3.640)
H (-3.510, -2.948, -2.695)
H (-3.955, -3.396, -1.059)
H (-4.634, -4.304, -2.370)
Eu (3.534, 1.319, 7.577)

=====

> Which value of largest force on an atom does entry 1 give?

1.36 eV/A

=====

> Number 1 is which compound?

C29H39AsN2O2PdS2Si2

=====

Copy entry 3 word for word.
C29H39BBrEuNO8S | wB97M-V/def2-TZVPD

Its spin multiplicity is 8. For the largest force on an atom, the calculation gives 2.40 eV/A. Its net charge is +2. For the total energy, the calculation gives -5491.76520 Eh. For the lowest unoccupied orbital energy (alpha / beta), the calculation gives -7.13 / -9.67 eV. Its expectation value of S² is 15.77.

Element x y z (Å)
C (2.682, -2.638, 2.920)
C (3.128, -2.028, 4.248)
O (3.651, -0.664, 4.129)
B (2.743, 0.332, 4.150)
O (2.837, 1.237, 5.274)
C (1.665, 0.548, 3.035)
C (0.313, 0.482, 3.361)
S (-0.122, 0.114, 5.013)
C (-0.661, 0.636, 2.396)
C (-0.306, 0.836, 1.075)
C (1.038, 0.902, 0.697)
C (1.463, 1.067, -0.738)
C (1.417, 2.504, -1.303)
C (1.142, 2.514, -2.811)
C (2.051, 1.554, -3.596)
C (1.310, 0.291, -4.012)
O (2.160, -0.835, -4.248)
C (2.739, -1.343, -3.130)
C (4.229, -1.340, -3.144)
O (2.092, -1.762, -2.203)
C (2.031, 0.778, 1.709)
C (3.509, 0.915, 1.465)
C (4.056, 2.245, 2.077)
C (4.276, 3.332, 1.064)
Br (5.703, 1.886, 3.059)
C (-1.428, 0.964, 0.097)
O (-1.297, 1.352, -1.035)
C (-2.822, 0.616, 0.533)
O (-3.753, 0.557, -0.390)
C (-3.767, -0.717, -1.165)
C (-5.144, -0.857, -1.766)
C (-5.245, 0.129, -2.928)
C (-5.516, -2.336, -2.132)
C (-6.167, -2.481, -3.511)
C (-4.332, -3.306, -2.077)
C (-3.119, 0.423, 1.849)
N (-4.430, 0.175, 2.252)
C (-4.716, -0.777, 2.970)
O (-4.987, -1.664, 3.652)
C (-2.059, 0.553, 2.831)
O (-2.341, 0.589, 4.024)
H (1.609, -2.808, 2.925)
H (3.186, -3.577, 2.738)
H (2.884, -1.947, 2.111)
H (2.343, -2.070, 5.003)
H (3.960, -2.603, 4.638)
H (2.421, 0.796, 6.046)
H (-0.828, 1.203, 5.344)
H (0.765, 0.483, -1.325)
H (2.430, 0.612, -0.894)
H (0.621, 3.064, -0.821)
H (2.362, 3.013, -1.141)
H (0.092, 2.334, -3.013)
H (1.354, 3.521, -3.163)
H (2.393, 2.057, -4.496)
H (2.945, 1.338, -3.016)
H (0.525, 0.030, -3.304)
H (0.818, 0.471, -4.962)
H (4.628, -0.339, -3.290)
H (4.624, -1.957, -3.948)
H (4.594, -1.737, -2.205)
H (4.023, 0.090, 1.940)
H (3.792, 0.883, 0.422)
H (3.338, 2.581, 2.821)
H (5.042, 3.059, 0.345)
H (4.649, 4.219, 1.572)
H (3.348, 3.614, 0.580)
H (-3.508, -1.514, -0.479)
H (-3.014, -0.610, -1.943)
H (-5.866, -0.515, -1.026)
H (-4.644, -0.189, -3.776)
H (-4.893, 1.110, -2.617)
H (-6.270, 0.252, -3.258)
H (-6.258, -2.667, -1.407)
H (-7.058, -1.876, -3.620)
H (-5.444, -2.245, -4.287)
H (-6.421, -3.529, -3.640)
H (-3.510, -2.948, -2.695)
H (-3.955, -3.396, -1.059)
H (-4.634, -4.304, -2.370)
Eu (3.534, 1.319, 7.577)

=====

> The lowest largest force on an atom belongs to which entry?

C29H39AsN2O2PdS2Si2